Entry 1:
Density functional theory data (ωB97M-V/def2-TZVPD) for a 2-piece molecular cluster, C2H3NOS overall at a distorted geometry.

Summary:
E: -606.05385 a.u.
net charge: 0
M: 89.12 g mol⁻¹
HOMO energy: -9.372 eV
energy relative to the best compared isomer or geometry (same formula, charge and spin): 83.8 kcal/mol
orbital gap: 0.3275 hartree

Cartesian coordinates (Å):
C 2.028 -0.297 -0.089
C 0.663 0.088 -0.017
N 3.186 -0.388 -0.057
O -0.189 -0.427 -0.863
S 0.491 1.888 -0.112
H -0.230 -0.382 1.395
H 0.233 -1.068 -1.449
H 1.558 2.180 0.584



Entry 2:
Density functional theory data (ωB97M-V/def2-TZVPD) for a 2-piece molecular cluster, C5H12S overall at a distorted geometry.

Summary:
E: -595.84979 a.u.
net charge: 0
M: 104.22 g mol⁻¹
HOMO energy: -8.995 eV
energy relative to the best compared isomer or geometry (same formula, charge and spin): 20.2 kcal/mol
orbital gap: 0.3687 hartree
structure (SMILES): C=CC.CCS

Cartesian coordinates (Å):
C -0.567 -0.549 -4.050
C -1.613 -0.809 -2.964
S -0.958 -1.485 -1.435
H 0.124 -1.395 -4.122
H 0.017 0.350 -3.841
H -1.048 -0.459 -5.025
H -2.105 0.134 -2.711
H -2.414 -1.427 -3.378
H 0.044 -2.178 -1.964
C 0.081 0.517 3.911
C 0.899 1.313 2.927
C 2.165 1.054 2.652
H 0.704 -0.175 4.476
H -0.457 1.176 4.597
H -0.693 -0.040 3.382
H 0.358 2.122 2.452
H 2.784 1.636 1.970
H 2.680 0.215 3.123



Entry 3:
Density functional theory data (ωB97M-V/def2-TZVPD) for C11H26AlN3O8P as an isolated structure at a distorted geometry.

Summary:
E: -1784.67206 a.u.
net charge: -1
M: 386.30 g mol⁻¹
HOMO energy: -3.947 eV
energy relative to the best compared isomer or geometry (same formula, charge and spin): 15.5 kcal/mol
orbital gap: 0.1372 hartree

Cartesian coordinates (Å):
Al 1.560 -1.973 0.683
P 4.183 -0.976 -1.115
O 5.547 -1.288 -0.450
O 3.777 -2.462 -0.762
O 4.528 -0.907 -2.599
O 3.159 -0.075 -0.522
C -2.166 -1.174 2.450
C -1.215 -1.857 3.447
O 0.073 -1.926 3.041
H -2.292 -1.768 1.542
H -1.856 -0.162 2.177
H -3.172 -1.066 2.893
H -1.673 -2.872 3.542
H -1.344 -1.362 4.435
C 1.364 -1.943 -2.873
O 0.714 -2.593 -2.071
N 0.884 -0.975 -3.675
C 1.802 -0.041 -4.289
C -0.505 -0.573 -3.726
H 2.443 -2.097 -3.000
H 2.835 -0.354 -4.132
H 1.679 0.971 -3.889
H 1.633 0.065 -5.369
H -0.724 0.373 -3.235
H -0.749 -0.544 -4.793
H -1.090 -1.386 -3.299
C -1.632 0.163 -0.436
O -0.692 -0.584 -0.438
N -2.868 -0.134 -0.910
C -3.957 0.807 -0.917
C -3.137 -1.439 -1.434
H -1.590 1.154 0.050
H -4.694 0.494 -0.170
H -4.407 0.922 -1.902
H -3.605 1.787 -0.590
H -2.250 -2.065 -1.376
H -3.944 -1.939 -0.886
H -3.469 -1.431 -2.479
C 0.595 1.414 2.640
O 0.850 0.711 1.709
N 1.266 2.532 3.017
C 0.911 3.283 4.198
C 2.478 2.888 2.323
H -0.267 1.217 3.308
H 1.703 3.242 4.961
H 0.087 2.805 4.724
H 0.798 4.322 3.886
H 2.518 2.367 1.363
H 2.547 3.955 2.113
H 3.365 2.495 2.832



Entry 4:
Density functional theory data (ωB97M-V/def2-TZVPD) for one molecule with the formula C17H19N5O2.

Summary:
E: -1083.50114 a.u.
net charge: 0
M: 325.37 g mol⁻¹
HOMO energy: -8.323 eV
energy relative to the best compared isomer or geometry (same formula, charge and spin): 30.0 kcal/mol
orbital gap: 0.3331 hartree
structure (SMILES): O=C(NNC(=O)C1CCN(c2ncccn2)CC1)c1ccccc1

Cartesian coordinates (Å):
O -1.225 -0.055 1.204
C -1.850 0.068 0.172
N -1.249 0.508 -0.986
N 0.033 1.052 -0.894
C 0.178 2.319 -0.402
O -0.763 3.073 -0.293
C 1.607 2.722 -0.068
C 2.658 2.177 -1.053
H 2.168 1.849 -1.971
H 3.356 2.970 -1.322
C 3.456 1.017 -0.445
N 2.598 0.168 0.343
C 2.564 -1.169 0.172
N 3.165 -1.678 -0.915
C 3.083 -2.983 -1.079
C 2.409 -3.812 -0.193
C 1.822 -3.181 0.896
N 1.894 -1.881 1.089
H 1.274 -3.733 1.650
H 2.350 -4.876 -0.340
H 3.578 -3.372 -1.961
C 1.987 0.765 1.518
H 2.560 0.499 2.416
C 1.930 2.285 1.371
H 1.170 2.676 2.048
H 2.886 2.729 1.653
H 0.985 0.342 1.639
H 4.257 1.410 0.194
H 3.906 0.404 -1.226
H 1.607 3.816 -0.092
H 0.770 0.375 -0.735
H -1.827 0.942 -1.693
C -3.283 -0.292 0.025
C -4.091 -0.208 1.156
C -5.435 -0.521 1.078
C -5.980 -0.934 -0.127
C -5.176 -1.039 -1.251
C -3.833 -0.717 -1.181
H -3.210 -0.825 -2.057
H -5.599 -1.375 -2.187
H -7.029 -1.180 -0.190
H -6.058 -0.446 1.956
H -3.644 0.109 2.086